The following is a DFT calculation (ωB97M-V with the def2-TZVPD basis set) of a gas-phase ion, C3H5N2 (charge +1) at a distorted geometry.

Atoms and positions in Å:
C -1.112 0.794 0.280
N -0.970 -0.381 0.053
C 0.129 -1.273 0.092
C 1.337 -0.502 0.034
N 1.644 0.600 0.132
H -0.160 1.575 0.222
H -2.038 1.209 0.070
H 0.033 -2.067 -0.658
H 0.069 -1.896 1.105
H 2.331 1.330 0.201

Calculated values
SMILES: C=NCC#[NH+]
DFT total energy, eV: -6161.5920
LUMO, eV: -5.75
Relative energy (zero: lowest compared OMol25 entry of this formula, charge and spin), kJ/mol: 414.9
Net charge: +1
Spin multiplicity: 1

The following is a DFT calculation (ωB97M-V with the def2-TZVPD basis set) of 2 unconnected molecules or ions with the total composition C3H5N2 at a distorted geometry.

Atoms and positions in Å:
C -1.003 0.617 -1.185
C 0.421 -1.007 0.023
C 0.221 0.170 -0.720
N 4.291 0.457 1.186
N 3.470 -0.196 0.887
H -1.971 0.157 -0.947
H -1.066 1.550 -1.709
H 1.429 -1.042 0.226
H -0.374 -1.646 0.431
H 0.976 0.815 -1.002

Calculated values
DFT total energy, eV: -6162.7604
LUMO, eV: -8.04
Relative energy (zero: lowest compared OMol25 entry of this formula, charge and spin), kJ/mol: 302.2
Net charge: +1
Spin multiplicity: 1

The following is a DFT calculation (ωB97M-V with the def2-TZVPD basis set) of a gas-phase ion, C3H5N2 (charge +1) at a distorted geometry.

Atoms and positions in Å:
C -0.674 -1.051 0.155
N -0.271 -1.137 -0.986
C 0.496 0.089 -1.118
N 0.070 0.849 0.251
C -0.284 -0.171 1.187
H 1.512 -0.052 -1.198
H 0.039 0.553 -1.925
H -0.635 1.557 0.065
H -0.839 0.229 2.053
H 0.586 -0.866 1.514

Calculated values
SMILES: C1#[N+]CNC1
DFT total energy, eV: -6160.0086
LUMO (spin up / spin down), eV: -7.56 / -7.56
Relative energy (zero: lowest compared OMol25 entry of this formula, charge and spin), kJ/mol: 567.7
Net charge: +1
Spin multiplicity: 1

> Which value of relative energy (zero: lowest compared OMol25 entry of this formula, charge and spin) does entry 3 give?

567.7 kJ/mol